10
Properties=species:S:1:pos:R:3:forces:R:3:lowdin_charge:R:1 method="wB97M-V/def2-TZVPD" fmax_ev_per_a=3.6 charge=-1 gap_ev=7.17 mol_weight_g_mol=102.138 relative_energy_kcal_mol=13.5
H -1.106863 1.271523 1.599153 2.0 -0.9 -1.3 0.063
N -0.090636 1.136921 1.195683 -1.8 0.8 0.8 0.058
C 0.069650 0.339555 0.219809 1.7 0.9 0.5 -0.512
C -0.950430 -0.478168 -0.461396 -2.8 -1.7 0.0 -0.131
C 1.677255 0.192803 -0.278316 -2.9 -1.1 1.9 -0.992
O 2.186304 1.066904 -0.920889 0.5 0.4 -0.6 -0.073
S 2.176043 -1.289275 0.457789 0.5 0.2 -0.6 0.362
H -0.472700 -1.020132 -1.300545 -0.8 0.4 0.1 0.065
H -1.538547 -1.257921 0.149133 1.9 0.5 -0.1 0.084
H -1.950072 0.037791 -0.660424 1.7 0.3 -0.7 0.077